[1]
Entry from the Open Molecules 2025 dataset: 2 unconnected molecules or ions with the total composition CH3I3P (wB97M-V/def2-TZVPD).

```
8
Properties=species:S:1:pos:R:3:forces:R:3
I -5.260 1.347 -0.484 0.1 0.0 0.1
I -0.318 -2.391 -0.645 0.5 0.9 0.6
I -2.788 0.692 -1.168 0.1 0.0 0.0
P 0.093 -0.530 0.797 0.0 -0.6 -0.4
C 1.720 0.128 0.431 1.0 -1.5 -1.3
H 2.613 -0.413 0.793 -0.6 -0.7 0.7
H 1.858 1.066 0.889 -0.3 1.5 0.4
H 2.083 0.100 -0.613 -0.8 0.4 0.0
```
Forces are in eV/Å.

Results
**Largest force on an atom**: 2.2 eV Å⁻¹
**Net charge**: +1
**Energy above the lowest of the compared OMol25 structures with the same formula, charge and spin**: 45.9 kcal/mol
**Calculated total energy**: -34668.05547 eV
**Molar mass**: 426.72 g mol⁻¹
**LUMO energy**: -7.5681 eV
**Kohn-Sham gap**: 4.99 eV



[2]
Entry from the Open Molecules 2025 dataset: a single CH3INOP molecule (wB97M-V/def2-TZVPD).

```
8
Properties=species:S:1:pos:R:3:forces:R:3
I -2.890 -0.052 -0.834 -0.2 -0.1 -0.1
P 1.645 -0.060 -0.104 0.6 -2.0 1.2
O -0.720 1.725 0.026 0.2 -0.2 -0.5
N -0.064 -0.421 -0.183 0.3 -0.8 -0.4
C -0.908 0.579 -0.277 -1.4 1.7 0.8
H 1.524 0.816 0.978 0.0 0.2 0.3
H -0.459 -1.313 -0.420 0.4 -0.3 -0.1
H 1.872 -1.276 0.814 0.0 1.6 -1.2
```
Forces are in eV/Å.

Results
**Largest force on an atom**: 2.4 eV Å⁻¹
**Net charge**: 0
**Energy above the lowest of the compared OMol25 structures with the same formula, charge and spin**: 5.7 kcal/mol
**SMILES**: O=C(I)NP
**Calculated total energy**: -22012.29923 eV
**Molar mass**: 202.92 g mol⁻¹
**LUMO energy**: 0.3792 eV
**Kohn-Sham gap**: 10.10 eV



Question: The lowest largest force on an atom belongs to which entry?
Answer: CH3I3P



Question: The highest net charge belongs to which entry?
Answer: CH3I3P